Record 1
{
  "formula": "C12H40N4O8",
  "method": "wB97M-V/def2-TZVPD",
  "elements": ["C", "H", "H", "C", "N", "C", "H", "H", "C", "H", "O", "H", "H", "N", "H", "O", "O", "H", "H", "H", "H", "H", "H", "H", "O", "H", "H", "H", "H", "N", "C", "H", "H", "H", "C", "C", "O", "H", "H", "H", "C", "H", "H", "H", "H", "C", "H", "H", "C", "H", "C", "O", "H", "H", "H", "O", "H", "H", "C", "H", "N", "H", "H", "O"],
  "positions_angstrom": [[22.73885, 29.42916, 1.17532], [19.95584, 32.11049, -0.82002], [23.69565, 28.58185, 4.12302], [18.74117, 32.16686, 1.71095], [21.25866, 26.83352, -1.16490], [23.99091, 27.88544, -2.81764], [23.52622, 26.48646, 3.33543], [18.69606, 27.51997, 5.17351], [22.90161, 26.65293, 4.16892], [19.90954, 30.40840, 0.99162], [23.18161, 27.19620, -3.69028], [17.54393, 29.81292, 2.15462], [24.79158, 27.09024, 0.23806], [20.49695, 26.77885, 0.83459], [22.30579, 27.52598, -3.97457], [19.26945, 27.91788, -0.71054], [21.74636, 26.74683, 3.69345], [22.43694, 25.38424, 5.99431], [23.75561, 29.15318, 1.28368], [19.64079, 32.74450, 1.96208], [18.48299, 29.36234, 0.13038], [21.32518, 26.35808, 1.31346], [18.34236, 32.22679, -0.83479], [21.11539, 31.25900, 5.35852], [18.19347, 30.05491, 0.69156], [18.56250, 30.03981, 4.76351], [21.20476, 27.43401, -1.99825], [21.15971, 28.84836, 2.18942], [17.99234, 32.85519, 1.36906], [17.32103, 29.43514, 3.08604], [23.28624, 27.90483, 4.90415], [23.83890, 25.00924, 5.19247], [23.22269, 28.53111, -2.35534], [22.62052, 28.52567, 5.55949], [20.30132, 27.09409, -0.36074], [22.89817, 25.41880, 5.01946], [21.96801, 29.31652, 2.35644], [16.87469, 30.10523, 3.73259], [18.29741, 31.79995, 2.62530], [20.73272, 29.47786, 4.89756], [24.42892, 26.06038, 0.52151], [22.75827, 30.47031, 0.87192], [17.09186, 28.37288, 5.33860], [20.17263, 30.17068, 6.44883], [24.21374, 27.67979, 5.39702], [19.10638, 31.49354, -0.67515], [19.09694, 30.66785, -1.44844], [19.80383, 27.22577, 1.51491], [19.01037, 30.98879, 0.73776], [21.72101, 27.57094, 3.22500], [20.39753, 30.42841, 5.44079], [19.12070, 30.83472, 4.90138], [24.35334, 25.44852, -0.37399], [21.71927, 25.91234, -1.31972], [24.47378, 27.26077, -2.09375], [23.11300, 26.29779, 0.98368], [22.54915, 26.57193, 0.24883], [22.29969, 24.62271, 4.57707], [18.12447, 28.46035, 3.41291], [24.67592, 28.44351, -3.33473], [17.94738, 28.13924, 4.74324], [25.11040, 25.72158, 1.27837], [22.42443, 28.88967, 0.27231], [19.20276, 28.18049, 2.57954]],
  "atomic_forces_ev_per_a": [[-0.6163, 0.8681, -1.0196], [1.4390, 0.3745, -0.2759], [-0.6960, 0.1338, 0.3680], [0.0500, -0.9557, 0.2659], [4.2370, -1.1273, -6.2112], [-3.4639, 1.1707, 1.4252], [2.1368, -0.1744, -0.6935], [-1.6294, 1.0738, -0.7597], [4.5378, -1.1054, 4.3202], [1.4189, 1.4807, 0.4451], [-1.0955, -2.9920, -2.2900], [-0.2530, -0.1759, -0.2347], [0.2847, -1.0226, -0.1043], [-1.1391, -1.1315, 6.9937], [1.2531, 0.4218, 0.7306], [3.8600, -3.0208, 0.6666], [-8.9014, 0.4948, -3.2295], [-0.2885, 1.2506, 0.6189], [1.0706, -0.5149, 0.8094], [-0.1691, -0.4023, -0.1562], [0.5916, -1.9825, -1.0038], [-1.2096, 0.2750, -0.9255], [-1.1458, -0.0360, -0.3729], [-0.3477, -0.4821, -0.0688], [-9.3561, -4.9485, 1.7007], [1.1550, 0.8249, 0.4997], [0.0982, -0.9753, 0.3790], [-1.1257, 0.0244, -0.4484], [-0.3487, 0.3953, -0.8237], [-1.5611, 1.6630, -1.4967], [2.2453, 1.7509, -0.5292], [1.9705, -0.5986, 0.1134], [1.3206, 0.5199, 0.9250], [0.1708, -1.2854, -0.6205], [-6.6097, 5.5008, -0.6683], [-0.9801, -1.4344, 0.4109], [0.9707, -0.1828, -0.0280], [0.3361, -1.2138, -0.3776], [0.3960, -0.2030, 0.5567], [-0.0179, 1.4828, 0.6242], [-0.4926, 2.5427, -1.2836], [-0.0851, 0.3916, -0.0257], [1.7867, -0.5669, -1.7514], [0.5730, -0.1747, 1.1808], [0.4219, -0.0543, 1.0210], [0.7792, 0.2921, -1.2221], [-0.0519, 0.9233, 0.9392], [0.6310, -1.1301, -0.7508], [6.6685, 5.3967, -0.7024], [-0.4913, 0.7816, -0.5185], [-0.9375, -1.2457, -1.5300], [-0.0383, 0.0773, -0.3090], [0.6615, -0.3712, 0.0492], [-0.9236, 1.0886, 0.2938], [0.0720, -0.5905, 0.2902], [0.0507, -0.7143, 0.9909], [0.8199, 0.2911, -0.2742], [0.1647, 0.0036, -0.8200], [4.2168, 0.5619, -1.1213], [1.9431, 1.5463, -1.1650], [1.5437, -2.4110, 1.4410], [-0.1893, -0.6365, 0.4374], [-0.6222, -0.2099, 0.5022], [-5.0887, 0.4677, 4.8132]],
  "homo_ha": -0.3306,
  "lumo_energy_ev": 0.5,
  "spin_multiplicity": 1,
  "e_tot_ev": -35427.2339,
  "e_above_lowest_kj_mol": 547.6,
  "smiles": "NC(N)=O.NC(N)=O.CC(C)O.CC(C)O.CO.CO.CO.CO",
  "fmax_ha_per_bohr": 0.208,
  "total_charge": 0,
  "homo_lumo_gap_ev": 9.47
}



Record 2
{
  "formula": "C12H40NO10",
  "method": "wB97M-V/def2-TZVPD",
  "elements": ["H", "C", "H", "H", "O", "H", "O", "C", "O", "H", "C", "H", "H", "C", "H", "C", "H", "H", "H", "O", "H", "O", "H", "H", "C", "O", "H", "H", "H", "H", "C", "H", "H", "H", "H", "C", "H", "H", "C", "H", "C", "H", "H", "H", "H", "H", "O", "O", "H", "H", "N", "H", "H", "H", "H", "O", "H", "H", "C", "O", "H", "C", "H"],
  "positions_angstrom": [[-3.48490, 1.98936, -2.99794], [3.14298, 0.04089, 3.88440], [1.00820, -2.42844, -2.67121], [0.13084, -4.76291, 1.56430], [1.15675, 1.81028, 1.60821], [-1.70163, 3.54086, 1.95509], [-2.68545, -0.75902, -1.44414], [-2.49070, 2.41539, -3.15107], [1.65306, 1.25946, -2.41213], [-2.66092, -1.15263, -2.32133], [-0.73959, 3.31297, 1.48105], [2.13669, -0.39244, 3.95483], [0.11059, 2.52620, 3.22228], [0.71895, -3.86802, 1.31421], [0.16643, -2.54358, 4.18319], [-3.38143, -1.17052, 0.84649], [-0.71796, -2.61369, 0.97841], [-0.74260, 1.31136, 2.26404], [2.92606, -1.27035, -3.23556], [-0.94750, 2.98756, 0.10053], [1.53860, -2.21573, 2.41860], [-2.89468, 3.35676, -5.27457], [-2.35783, 1.32995, -5.06632], [1.86506, 2.18873, -2.53286], [1.07746, -3.19740, 2.61020], [-0.03942, -3.04306, 0.44268], [1.56105, 2.59792, 1.22577], [-0.11436, 4.20820, 1.59782], [1.67022, -1.37418, -4.39208], [-4.32017, -1.85826, -0.84844], [-0.07514, 2.16842, 2.20577], [-1.11781, 3.81413, -0.36297], [2.69056, 0.89329, -4.16825], [-2.79200, 3.29808, -6.22879], [0.93039, 0.77057, -4.30180], [1.90442, -0.92678, -3.41134], [1.89645, -3.78747, 3.05340], [-2.54255, 3.44779, -2.80987], [1.78942, 0.53614, -3.66446], [4.06786, -1.92951, 4.03894], [4.17467, -0.90719, 4.41498], [1.60431, -4.20140, 0.78120], [5.20888, -0.60137, 4.27184], [-0.61996, -0.56451, 0.09828], [4.06237, -1.04480, 5.50021], [-1.09714, 2.54134, -4.75965], [-2.08518, -1.10765, 1.48658], [3.44079, 0.34071, 2.50973], [3.14967, 0.97963, 4.45175], [-4.02015, -1.80456, 1.46048], [-0.04708, 0.14458, -0.35765], [0.62822, -0.32199, -0.99233], [-2.23273, -1.07744, 2.43743], [2.62387, 0.60266, 2.06907], [-0.66559, 0.79742, -0.83034], [-0.06893, -3.09709, 3.43195], [-3.82793, -0.17083, 0.81612], [-2.80010, -2.68331, -0.59385], [-3.27564, -1.69862, -0.54128], [0.91130, -1.48441, -2.50723], [-1.75110, 1.90224, -2.53518], [-2.16758, 2.30952, -4.62664], [0.51964, 0.63681, 0.35942]],
  "atomic_forces_ev_per_a": [[0.1279, -0.0547, 0.3329], [0.1004, 0.5029, -0.6746], [-0.3656, -0.1113, 0.5104], [0.1235, 0.0107, -0.0399], [0.0344, -0.4094, -0.3391], [0.1078, -0.0940, 0.0855], [0.3032, 0.0130, 0.6159], [-0.5648, -0.4957, -0.0624], [-0.0255, -0.5415, -0.1096], [0.0045, -0.0252, 0.0211], [-0.3679, 0.1943, -0.1386], [0.0599, -0.0171, 0.1148], [-0.0822, -0.1742, 0.1098], [-0.6399, -0.3850, 0.1824], [-0.1032, -0.1181, 0.0943], [0.4213, 0.4753, 0.5493], [-0.2349, -0.0644, 0.0933], [0.1984, -0.2930, -0.2085], [-0.0700, 0.2396, 0.8359], [0.3029, 0.0963, 0.3725], [-0.2706, 0.0251, -0.0896], [-0.2655, -0.3531, 0.0581], [-0.2237, -0.0874, 0.1433], [0.0385, -0.0430, -0.2063], [1.2583, 0.0196, -0.2985], [0.0809, 0.3556, -0.1368], [0.0985, -0.0171, 0.0407], [0.0203, -0.0514, -0.2109], [0.1933, 0.1284, 0.0154], [0.0826, -0.0553, -0.0004], [-0.3496, 0.9215, 0.4544], [-0.1001, -0.1240, -0.1281], [-0.0115, -0.2644, -0.1437], [0.0445, -0.0792, 0.0144], [-0.0273, -0.1209, 0.1120], [-0.5467, -1.2917, -1.4299], [-0.3981, -0.0757, 0.2868], [0.1452, 0.1484, -0.2959], [-0.2262, 1.3867, 0.8762], [-0.0180, 0.2294, -0.4080], [0.1482, -0.9832, 1.0199], [0.1403, 0.1639, -0.0468], [-0.1053, 0.2771, -0.2933], [-0.0836, -0.0821, 0.0397], [-0.1077, 0.3025, -0.1205], [-0.0477, -0.3138, -0.0436], [-0.0764, 0.0921, -0.2666], [-0.0845, -0.4026, 0.1474], [-0.0399, -0.1125, 0.0702], [-0.1366, -0.1748, -0.2619], [0.8863, -0.4539, 0.4681], [-0.7013, 0.1122, -0.1755], [0.1805, -0.0903, -0.0010], [0.1416, 0.1451, 0.2421], [0.1623, 0.0933, -0.1660], [-0.0264, 0.2323, 0.0031], [0.0784, -0.0096, -0.0035], [0.3006, 0.1725, 0.1703], [-1.0235, -0.4785, -0.8555], [1.0781, 0.7242, -0.4730], [-0.1084, -0.1935, -0.0512], [0.9294, 1.4299, -0.0971], [-0.3597, 0.1494, -0.3036]],
  "homo_ha": -0.4524,
  "lumo_energy_ev": -2.2,
  "spin_multiplicity": 1,
  "e_tot_ev": -35050.4259,
  "e_above_lowest_kj_mol": 92.1,
  "fmax_ha_per_bohr": 0.039,
  "total_charge": 1,
  "homo_lumo_gap_ev": 10.09
}



Record 3
{
  "formula": "C12H40O8",
  "method": "wB97M-V/def2-TZVPD",
  "elements": ["C", "C", "C", "H", "C", "C", "O", "H", "H", "H", "H", "C", "H", "H", "C", "H", "C", "H", "H", "O", "H", "H", "H", "O", "H", "H", "C", "H", "H", "O", "H", "H", "H", "H", "H", "H", "H", "H", "H", "H", "H", "C", "H", "C", "O", "H", "H", "H", "H", "O", "H", "C", "O", "H", "H", "H", "H", "H", "O", "H"],
  "positions_angstrom": [[5.44944, -7.07196, -11.08394], [2.05339, 0.03316, -12.22727], [9.81326, 2.38699, -13.26517], [2.68636, 0.00167, -19.06068], [9.27856, 0.76289, -20.84681], [5.93674, -5.72501, -10.58449], [9.44711, -1.58907, -21.49528], [9.94997, 0.23637, -13.35368], [6.12993, -3.72552, -11.18266], [5.70800, -4.59478, -12.56459], [4.47149, -4.46120, -11.33802], [5.54326, -4.59225, -11.48711], [8.25213, 1.73394, -14.13966], [7.01476, -1.30790, -16.00095], [10.68173, 2.39813, -14.56875], [4.13717, 1.29994, -10.60389], [11.51682, -0.33972, -21.34760], [6.64129, -3.51899, -18.21882], [4.36389, -7.17026, -11.08790], [7.33059, -5.84119, -10.62277], [7.96049, -4.25859, -18.28677], [3.25132, 2.81515, -12.37818], [5.63135, -5.54012, -9.55461], [7.42728, -3.71338, -17.70827], [5.95883, -7.85370, -10.52047], [5.60426, -7.32170, -12.13359], [9.85861, 0.99276, -12.57418], [2.38537, 3.21448, -10.85398], [8.44773, 0.81187, -20.14294], [8.54501, 2.58684, -13.81045], [10.12019, -0.80553, -19.73212], [1.24403, 1.13170, -10.60382], [9.07604, 0.87065, -11.82533], [1.21536, 0.12054, -12.91877], [5.80354, -0.53571, -16.47903], [2.91978, 4.36261, -17.68867], [2.93016, -0.21915, -12.82369], [1.71304, 0.61378, -18.07586], [9.27863, -1.31518, -22.39982], [12.01546, 0.43984, -20.77162], [11.70874, 2.36444, -14.20513], [2.16652, 1.10506, -11.18382], [10.76384, 0.94525, -11.96886], [2.39282, 2.58820, -11.74607], [3.40784, 3.99143, -16.95366], [1.91597, -0.94181, -11.75966], [10.44997, 3.38142, -14.97806], [7.58496, -5.30462, -9.86846], [8.98753, 1.07692, -21.84921], [2.62131, 0.32414, -18.16178], [10.05864, 1.47312, -20.57271], [10.05758, -0.52548, -20.78367], [6.52923, -0.49579, -15.85613], [10.04376, 3.24832, -12.63821], [1.47005, 2.74037, -12.30593], [11.56082, -0.05597, -22.39909], [10.48815, 1.55874, -15.23662], [3.27601, 3.04650, -17.03079], [3.30411, 0.89480, -10.35192], [12.08434, -1.26776, -21.27854]],
  "atomic_forces_ev_per_a": [[-0.8995, -0.6122, -0.0977], [-0.0866, -1.5667, -0.4558], [0.3059, -1.8574, -1.9654], [0.0633, -0.0786, -0.2446], [0.8350, 0.5933, 0.1483], [-0.0668, -1.2050, -2.2179], [-0.4285, -0.6005, 0.4817], [-0.4908, -0.2178, 0.2499], [-0.4590, 0.3826, 0.3178], [0.2386, -1.0913, 0.0263], [-0.0977, 0.6481, -0.0478], [-0.7858, 1.1002, 0.3808], [-0.2974, -0.0296, -0.1757], [0.1907, -0.3077, -0.0578], [0.7582, 0.6845, 2.3516], [-0.5051, 0.2603, -0.6784], [-0.6574, -0.0664, 0.7105], [-0.1981, 0.0409, -0.1418], [-0.1859, -0.0498, 0.8398], [1.3411, 0.2501, 0.9717], [0.2056, -0.1140, -0.1319], [0.0932, -0.5662, 0.1022], [-0.4196, 0.0050, -0.0150], [-0.0218, 0.1454, 0.2959], [-0.4186, -0.1029, 0.1716], [0.8734, 0.6758, -0.1939], [1.1177, 1.5773, 0.5098], [0.0649, 0.2267, -0.2104], [-0.0016, -0.0183, -0.1957], [-1.9672, 0.4921, 0.5488], [0.0451, -0.3782, -0.0974], [0.2961, -0.0503, 0.4258], [-0.4061, -0.2017, -0.5201], [-0.1044, 0.4334, 0.0773], [-0.2300, 0.0704, -0.1321], [-0.0916, 0.1348, -0.1716], [0.3785, 0.9277, -0.0665], [-0.2661, 0.0370, 0.0797], [0.0577, 0.1792, -0.0384], [0.2037, -0.0509, -0.0122], [0.4543, 0.0242, -0.6054], [2.6679, 2.5959, -1.5150], [0.3279, -0.1625, -0.1247], [-1.9729, -1.5454, 0.5077], [0.0565, 0.1540, 0.1609], [-0.3573, -0.0102, 0.5088], [0.3107, -0.2888, -0.5532], [0.8784, 0.0072, -0.1394], [-0.2150, -0.3408, -0.1180], [0.2093, 0.0858, 0.1937], [-0.4563, 0.6166, 0.3830], [1.1138, -0.0943, -1.4008], [0.0883, 0.2142, 0.1932], [0.0732, -0.2193, 0.1638], [0.0841, 0.7379, -0.2604], [-0.4226, 0.1655, -0.0782], [-0.2376, 0.1691, 0.0896], [0.0494, -0.3436, -0.0153], [-0.5427, -1.4446, 1.5507], [-0.0922, -0.0200, 0.2376]],
  "homo_ha": -0.3457,
  "lumo_energy_ev": 0.1,
  "spin_multiplicity": 1,
  "e_tot_ev": -29470.4828,
  "e_above_lowest_kj_mol": 269.5,
  "smiles": "CC(C)O.CC(C)O.CC(C)O.CC(C)O.O.O.O.O",
  "fmax_ha_per_bohr": 0.078,
  "total_charge": 0,
  "homo_lumo_gap_ev": 9.51
}